Computed, not measured: a cluster of 2 separate species, C2H2NO3S in total at a distorted geometry, with wB97M-V/def2-TZVPD.

Summary:
- HOMO level (Eh) = -0.111
- molar mass (g mol⁻¹) = 120.11
- total charge = -1
- energy (eV) = -20574.25972
- max |F| (eV/Å) = 1.4

The geometry in XYZ format:
```
9
Properties=species:S:1:pos:R:3:forces:R:3:mulliken_charge:R:1
C 0.018244 1.055829 1.363508 0.230 -0.697 0.413 -0.599
C -0.830334 -0.145999 -1.765183 -0.966 0.299 -0.220 0.778
N 0.407022 0.519372 0.139494 0.528 -0.322 0.500 -0.301
O 0.072210 -0.477491 -2.409193 1.198 -0.392 -0.349 -0.439
O -1.879798 0.151893 -1.383340 -0.687 0.047 0.347 -0.387
O 0.484129 -1.507321 1.783660 -0.077 -0.248 0.296 -0.748
S 0.008467 -0.215989 2.495128 -0.067 0.817 -1.121 0.110
H 0.994278 1.086012 -0.457670 -0.264 0.152 0.183 0.272
H 0.725783 -0.466306 0.233596 0.105 0.344 -0.048 0.314
```
Forces are in eV/Å.



Computed, not measured: a cluster of 2 separate species, C6H15O3PS in total at a distorted geometry, with wB97M-V/def2-TZVPD.

Summary:
- HOMO level (Eh) = -0.321
- molar mass (g mol⁻¹) = 198.22
- total charge = 0
- energy (eV) = -32728.45807
- max |F| (eV/Å) = 4.6
- SMILES = CCP(CC)CC.O=S(=O)=O

The geometry in XYZ format:
```
26
Properties=species:S:1:pos:R:3:forces:R:3:mulliken_charge:R:1
C 0.347682 -2.611606 -0.391116 -2.120 3.517 1.815 -1.262
C -0.456587 -1.403326 -1.062312 -0.248 -1.134 -1.395 -0.368
P -0.051540 0.150692 -0.209760 -1.646 1.946 0.611 0.025
C -1.239745 0.173043 1.373219 2.890 0.844 -0.105 -0.571
C -0.400750 -0.460702 2.510776 -2.006 0.427 1.085 -1.032
C -1.005947 1.273224 -1.410986 0.681 -2.076 -2.525 -0.264
C -1.385546 2.606195 -0.945844 -2.598 3.341 -1.035 -1.327
H 1.251838 -2.318205 0.104079 0.484 0.702 0.224 0.270
H -0.250861 -3.081409 0.368989 -0.461 -0.124 0.379 0.323
H 0.624054 -3.324569 -1.017297 0.929 -3.145 -3.234 0.482
H -1.649032 -1.605864 -1.094537 2.845 0.388 -0.176 0.338
H -0.020066 -1.165976 -2.178724 -1.295 -0.826 2.565 0.258
H -1.477469 1.148233 1.859625 -0.453 -0.327 -1.690 0.354
H -2.028882 -0.477762 1.072824 -1.100 0.032 0.190 0.361
H -0.737143 -1.471505 2.483146 0.610 -1.182 0.524 0.244
H 0.656414 -0.343421 2.414796 0.662 -0.061 -0.135 0.266
H -0.727067 -0.036291 3.516726 0.491 -0.554 -1.188 0.341
H -0.257178 1.430219 -2.260017 -0.857 -0.474 0.883 0.296
H -1.853326 0.672873 -1.887049 0.935 0.824 0.686 0.334
H -2.446732 2.811572 -0.600209 1.104 -0.822 -0.337 0.266
H -0.783471 2.890448 -0.177720 1.657 0.574 2.884 0.413
H -1.173168 3.540642 -1.583066 -0.396 -1.766 -0.151 0.313
O 3.182136 -0.585626 0.659990 0.445 0.710 -0.576 -0.321
S 3.727063 0.404112 -0.219105 0.587 -0.329 -0.379 1.035
O 4.066383 1.710149 0.242818 -0.494 -0.438 0.157 -0.387
O 4.088950 0.074866 -1.569237 -0.645 -0.045 0.924 -0.388
```
Forces are in eV/Å.



Computed, not measured: the molecule C21H23N3OS, with wB97M-V/def2-TZVPD.

Summary:
- HOMO level (Eh) = -0.299
- molar mass (g mol⁻¹) = 365.50
- total charge = 0
- energy (eV) = -39503.00393
- max |F| (eV/Å) = 0.9
- SMILES = Cc1ccsc1C(=O)[C@@H]1CCCN(Cc2cccc(-n3cccn3)c2)C1

The geometry in XYZ format:
```
49
Properties=species:S:1:pos:R:3:forces:R:3:mulliken_charge:R:1
C -3.113457 1.919235 2.104473 -0.105 -0.062 0.028 -1.462
C -1.845028 2.204199 1.383857 0.069 -0.219 -0.396 0.320
C -0.932274 3.208153 1.774059 0.065 0.043 -0.084 -0.704
C 0.152862 3.291804 0.960016 0.028 -0.284 -0.446 -0.425
S 0.111072 2.135687 -0.299780 -0.410 0.210 0.397 -0.106
C -1.414414 1.517889 0.265864 0.294 0.677 0.313 0.812
C -2.100657 0.430375 -0.416447 0.181 -0.095 -0.161 -0.365
O -3.274348 0.184063 -0.208102 0.012 -0.092 -0.065 -0.674
C -1.272079 -0.400509 -1.372904 -0.317 -0.217 -0.037 2.339
C -1.777145 -0.283657 -2.819421 0.008 0.015 0.010 -0.984
C -1.440858 -1.558353 -3.606074 0.200 0.024 0.015 -1.071
C -0.189380 -2.222483 -3.043036 -0.039 -0.166 -0.252 -0.397
N -0.445367 -2.715654 -1.697909 0.085 -0.143 -0.144 0.252
C 0.758129 -3.102615 -0.975025 -0.135 -0.053 0.017 -1.760
C 1.633091 -1.945299 -0.556041 0.166 0.062 -0.041 0.421
C 2.649479 -1.477961 -1.383898 -0.015 -0.047 0.017 -0.409
C 3.374343 -0.350638 -1.037505 0.025 -0.011 -0.021 -1.189
C 3.099710 0.335122 0.131094 -0.091 -0.002 0.244 -0.637
C 2.100613 -0.135792 0.976478 0.122 -0.569 -0.675 0.536
N 1.760970 0.526892 2.159707 0.132 0.512 0.560 0.704
C 2.435571 1.508304 2.806555 -0.046 0.126 0.266 -0.155
C 1.683585 1.860066 3.898553 0.166 -0.004 -0.098 -0.828
C 0.552861 1.030510 3.828694 0.296 0.047 -0.077 -0.441
N 0.615803 0.236730 2.783682 -0.610 -0.435 -0.081 -0.820
C 1.384783 -1.277329 0.634159 0.105 0.083 0.100 0.434
C -1.371057 -1.880856 -0.959181 -0.233 0.171 0.116 -1.854
H -3.113975 2.399009 3.080053 -0.024 0.038 0.086 0.407
H -3.959825 2.286824 1.524883 -0.091 -0.031 0.046 0.322
H -3.250354 0.846279 2.218576 -0.092 -0.019 0.056 0.334
H -1.081530 3.842916 2.629607 -0.017 0.104 0.172 0.453
H 0.981864 3.968793 1.027792 0.149 0.164 0.057 0.497
H -0.224809 -0.092669 -1.318116 -0.085 -0.107 -0.014 -0.561
H -1.316382 0.587505 -3.289527 -0.041 0.027 -0.043 0.322
H -2.857776 -0.130260 -2.808998 0.016 0.049 0.008 0.415
H -2.264931 -2.269607 -3.548428 -0.043 -0.034 -0.051 0.345
H -1.281808 -1.316694 -4.657625 -0.044 -0.067 -0.015 0.456
H 0.638804 -1.495588 -3.071193 -0.013 -0.015 -0.039 0.239
H 0.095226 -3.081072 -3.661901 0.092 0.124 -0.024 0.464
H 1.318908 -3.777920 -1.627448 0.023 -0.019 0.091 0.519
H 0.438252 -3.663608 -0.092568 0.112 -0.024 -0.029 0.463
H 2.882118 -2.004100 -2.298239 0.002 -0.057 -0.100 0.474
H 4.157044 0.005941 -1.690472 0.069 0.040 -0.042 0.396
H 3.653655 1.228518 0.371012 0.044 0.113 0.034 0.303
H 3.386153 1.869899 2.473152 0.178 0.031 -0.103 0.383
H 1.909131 2.600193 4.638348 0.104 0.152 0.117 0.454
H -0.288045 0.985174 4.491599 -0.202 -0.042 0.115 0.501
H 0.626744 -1.618603 1.321086 -0.065 -0.064 0.013 0.570
H -1.190575 -1.989915 0.110004 -0.048 -0.056 0.008 0.443
H -2.394695 -2.218898 -1.153467 0.021 0.124 0.153 0.264
```
Forces are in eV/Å.



Computed, not measured: the molecule C3H7NO3 at a distorted geometry, with wB97M-V/def2-TZVPD.

Summary:
- HOMO level (Eh) = -0.339
- molar mass (g mol⁻¹) = 105.09
- total charge = 0
- energy (eV) = -10856.78612
- max |F| (eV/Å) = 2.3
- SMILES = N[C@H](CO)C(=O)O

The geometry in XYZ format:
```
14
Properties=species:S:1:pos:R:3:forces:R:3:mulliken_charge:R:1
N 0.626517 -1.193307 0.891053 0.925 -0.622 0.611 -0.689
C -0.081986 -0.045406 0.411488 -0.451 -0.252 -0.336 0.560
C -1.431819 -0.493096 -0.237953 0.380 2.122 0.878 -0.436
O -2.056163 -1.452915 0.562898 0.076 -1.292 0.310 -0.542
C 0.912084 0.800090 -0.386649 -0.773 -0.391 0.129 0.309
O 2.023998 0.963443 0.014389 0.791 0.225 -0.183 -0.561
O 0.387366 1.422458 -1.449775 -0.174 0.289 -0.380 -0.427
H 0.258961 -1.715655 1.679858 -0.657 0.428 -0.385 0.190
H 1.585658 -0.990802 1.143917 -0.005 0.322 -0.261 0.241
H -0.385607 0.746180 1.123742 0.112 -0.436 0.646 0.107
H -2.006016 0.434620 -0.125461 -0.259 -0.121 -1.031 0.303
H -1.308095 -0.811825 -1.268759 -0.141 -0.201 -0.001 0.278
H -2.839458 -1.152420 1.034112 0.265 0.372 -0.359 0.319
H 1.022348 2.061911 -1.829508 -0.088 -0.442 0.362 0.348
```
Forces are in eV/Å.



Computed, not measured: the molecule C7H4Cl2N2O2 at a distorted geometry, with wB97M-V/def2-TZVPD.

Summary:
- HOMO level (Eh) = -0.352
- molar mass (g mol⁻¹) = 219.03
- total charge = 0
- energy (eV) = -39437.54755
- max |F| (eV/Å) = 4.0
- SMILES = N#C/C=C/C=C\C(Cl)=C(\Cl)[N+](=O)[O-]

The geometry in XYZ format:
```
17
Properties=species:S:1:pos:R:3:forces:R:3:mulliken_charge:R:1
N -0.498862 -3.872815 0.462850 0.107 -1.600 0.475 -0.409
C -0.509661 -2.817051 0.041178 0.302 0.923 0.050 0.046
C -0.602311 -1.477874 -0.412338 -1.410 -0.739 -0.454 -0.060
C -1.251705 -0.586646 0.338583 2.669 -2.277 1.830 -0.350
C -1.511063 0.740530 -0.076969 -2.436 1.040 -0.583 -0.310
C -0.683071 1.528061 -0.773972 -1.711 1.883 0.444 -0.396
C 0.666024 1.111800 -0.921253 1.096 0.217 -1.359 0.423
Cl 1.341600 1.342883 -2.513045 -0.559 0.000 -0.011 -0.141
C 1.458104 0.566145 -0.021085 2.567 1.167 0.221 -0.001
Cl 3.122506 0.251950 -0.423709 -0.505 -0.436 0.463 -0.163
N 1.271355 0.664733 1.443993 -1.433 0.299 -1.298 1.002
O 0.481741 1.524989 1.826504 1.033 -0.859 0.439 -0.512
O 1.880025 -0.150032 2.071029 0.075 -0.046 1.178 -0.531
H -0.412827 -1.375134 -1.458111 0.217 0.468 -0.562 0.420
H -1.251485 -0.934797 1.413196 -0.978 0.889 -1.007 0.289
H -2.597083 0.883958 0.149134 0.963 1.151 -0.454 0.396
H -0.903279 2.599296 -1.145986 0.003 -2.082 0.627 0.299
```
Forces are in eV/Å.